Formula: CH3FN2
Source: OMol25
Level of theory: the ωB97M-V functional and the def2-TZVPD basis

The energy above the lowest of the compared OMol25 structures with the same formula, charge and spin comes out at 44.4 kJ/mol. Its LUMO energy (alpha / beta) is 0.355 / -3.867 eV. Its net charge is 0. Its multiplicity is 3. As for the highest occupied orbital energy (alpha / beta): -4.7571 / -12.0448 eV.

```
7
Properties=species:S:1:pos:R:3:forces:R:3:lowdin_charge:R:1
C -0.474 -0.008 -0.003 -14.19 0.93 -3.39 -0.329
N 0.671 0.105 0.135 11.56 -0.32 2.11 0.146
N -1.779 -0.253 -0.266 3.53 0.81 1.59 0.128
F 3.490 0.046 -0.100 1.51 -0.43 -0.57 -0.093
H 2.743 0.375 0.290 -1.56 0.33 0.45 -0.020
H -2.338 0.566 -0.411 -0.22 0.56 -0.84 0.095
H -2.314 -0.831 0.354 -0.64 -1.88 0.64 0.072
```
Positions in Å, forces in eV/Å.